Density functional theory data (wB97M-V/def2-TZVPD) for a cluster of 2 separate species, C3H5ClOS in total in a non-equilibrium geometry.

Last columns: bonded neighbours and bond lengths (Å).
Positions of all 11 atoms, in Å:
1 C 0.26233 2.34128 -1.09768  C2 1.323, H4 1.086, H5 1.086
2 C 0.33750 1.26986 -0.32485  C1 1.323, Cl3 1.734, H6 1.085
3 Cl -1.05908 0.44028 0.28242  C2 1.734
4 H -0.68901 2.76802 -1.40316  C1 1.086
5 H 1.17610 2.81340 -1.44699  C1 1.086
6 H 1.26973 0.81746 -0.00457  C2 1.085
7 O -0.47865 -1.90642 -0.57626  C8 1.201
8 C -0.01267 -2.42452 0.40147  O7 1.201, S9 1.776, H10 1.103
9 S -0.33023 -1.91743 2.07326  C8 1.776, H11 1.342
10 H 0.67452 -3.28715 0.37162  C8 1.103
11 H -1.15054 -0.91477 1.72476  S9 1.342

ΔE to the lowest compared entry with this formula, charge and spin, kcal/mol: 43.3
E_LUMO, eV: 0.8
HOMO, Ha: -0.3471
SMILES: C=CCl.O=CS
Largest force on an atom, eV Å⁻¹: 2.6


Density functional theory data (wB97M-V/def2-TZVPD) for an isolated molecule of C3H5ClS in a non-equilibrium geometry.

Last columns: bonded neighbours and bond lengths (Å).
Positions of all 10 atoms, in Å:
1 C -1.23130 0.42342 -0.17293  C2 1.526, H6 1.177, H7 1.159, H8 1.110
2 C 0.17269 -0.13336 0.04310  C1 1.526, S3 1.986, C4 1.430
3 S -0.23675 -2.07440 0.14392  C2 1.986, H9 1.358
4 C 1.30188 0.74338 0.00828  C2 1.430, Cl5 1.765, H10 1.025
5 Cl 2.97564 0.19523 -0.10428  C4 1.765
6 H -1.72123 0.36823 -1.24175  C1 1.177
7 H -1.47017 1.50814 0.15863  C1 1.159
8 H -1.83080 -0.24045 0.48379  C1 1.110
9 H 0.97969 -2.52196 0.54757  S3 1.358
10 H 1.06035 1.73177 0.13367  C4 1.025

ΔE to the lowest compared entry with this formula, charge and spin, kcal/mol: 30.2
E_LUMO, eV: 0.6
HOMO, Ha: -0.3258
SMILES: C/C(S)=C/Cl
Largest force on an atom, eV Å⁻¹: 6.9